DFT (the ωB97M-V functional and the def2-TZVPD basis) results for a 2-piece molecular cluster, C4H10OS overall in a non-equilibrium geometry.

## Properties
- ΔE to the lowest compared entry with this formula, charge and spin (kJ/mol) = 37.1
- frontier orbital gap (Eh) = 0.32945
- LUMO energy (hartree) = 0.0240
- electronic energy (a.u.) = -631.8105
- SMILES = C1CCSC1.O
- 2S+1 = 1
- HOMO level (eV) = -8.31

The geometry in XYZ format:
```
16
Properties=species:S:1:pos:R:3:forces:R:3:lowdin_charge:R:1
S -0.22456 1.80826 -0.33260 -1.7 -1.0 1.2 0.831
C 0.00000 0.00000 0.00000 1.7 0.1 0.8 -0.439
C 0.67485 1.79081 -1.81771 1.9 1.1 -1.2 -0.585
C 1.14182 -0.48988 -0.97229 -0.3 -0.2 0.3 -0.246
C 1.06587 0.38208 -2.20934 -0.7 -0.3 -1.4 -0.290
H 0.39459 0.02488 1.03399 -0.3 -0.4 -0.4 0.056
H -0.86903 -0.68563 -0.01220 0.2 0.8 -0.3 0.076
H 0.21038 2.32280 -2.67018 0.0 -0.2 0.6 0.085
H 1.61529 2.31709 -1.56462 -0.3 0.1 -0.5 0.068
H 2.18945 -0.40327 -0.62525 -0.8 0.0 0.7 0.112
H 0.94006 -1.56030 -1.16965 0.3 0.5 -0.2 0.107
H 0.29328 -0.00605 -2.90065 0.3 0.1 0.2 0.115
H 2.01016 0.47729 -2.77917 -0.4 -0.5 0.3 0.111
O 2.09539 1.77480 -6.66835 1.0 0.0 0.7 -0.090
H 2.45407 1.05256 -6.10446 -0.4 0.8 -0.6 0.041
H 2.75448 2.50124 -6.58998 -0.7 -0.8 -0.1 0.047
```
Forces are in eV/Å.

DFT (the ωB97M-V functional and the def2-TZVPD basis) results for a 2-piece molecular cluster, C4H10OS overall in a non-equilibrium geometry.

## Properties
- ΔE to the lowest compared entry with this formula, charge and spin (kJ/mol) = 143.6
- frontier orbital gap (Eh) = 0.35951
- LUMO energy (hartree) = 0.0281
- electronic energy (a.u.) = -631.7700
- SMILES = C=CO.CCS
- 2S+1 = 1
- HOMO level (eV) = -9.02

The geometry in XYZ format:
```
16
Properties=species:S:1:pos:R:3:forces:R:3:lowdin_charge:R:1
C 0.61734 -1.10576 2.23599 1.9 0.5 -0.7 -0.167
C 1.39942 0.03754 1.46659 -0.6 -0.7 -0.7 -0.559
S 2.25772 -0.68682 -0.03006 -1.2 -0.7 0.5 0.647
H 0.18511 -1.81676 1.52102 -0.3 0.6 0.0 0.058
H 1.32345 -1.72958 2.78699 -0.2 0.2 0.4 0.060
H -0.11965 -0.60524 2.85809 -0.1 -0.4 0.2 0.063
H 2.14074 0.67889 1.98400 -0.7 -0.7 0.2 0.068
H 0.57418 0.63364 1.07491 0.4 0.5 -0.1 0.033
H 3.29743 0.09298 -0.14756 0.7 0.7 0.2 -0.203
C -2.06645 1.15891 -1.31288 0.7 -0.4 -0.8 -0.004
C -1.86669 0.14242 -2.16834 -0.8 -0.5 1.3 -0.302
O -0.97327 0.07540 -3.17120 1.0 0.4 0.0 -0.007
H -2.86304 1.29665 -0.58694 0.3 -0.6 -0.2 0.048
H -1.30438 1.92452 -1.36091 -0.2 0.6 -0.1 0.045
H -2.31501 -0.85075 -2.09148 -0.7 0.6 -0.1 0.113
H -0.28691 0.75398 -3.05821 -0.3 -0.1 -0.2 0.107
```
Forces are in eV/Å.

DFT (the ωB97M-V functional and the def2-TZVPD basis) results for a single C4H10OSi2 molecule in a non-equilibrium geometry.

## Properties
- ΔE to the lowest compared entry with this formula, charge and spin (kJ/mol) = 153.5
- frontier orbital gap (Eh) = 0.37553
- LUMO energy (hartree) = 0.0203
- electronic energy (a.u.) = -812.5548
- SMILES = C=C[Si](O)([SiH3])C=C
- 2S+1 = 1
- HOMO level (eV) = -9.67

The geometry in XYZ format:
```
17
Properties=species:S:1:pos:R:3:forces:R:3:lowdin_charge:R:1
C 1.39889 1.87506 1.14924 -0.1 -2.7 -3.0 -0.036
C 1.18233 -1.94585 0.30566 1.3 -0.8 0.9 -0.098
C 0.38614 1.62173 0.27949 0.4 -2.0 0.4 -0.254
C 1.18188 -1.08140 -0.68100 -0.9 0.4 -1.1 -0.280
O -0.60752 0.91950 -2.40251 0.8 -0.7 4.2 -0.285
Si -2.30796 -0.56970 0.22086 0.2 -0.6 0.2 0.535
Si -0.26214 0.09560 -0.70725 1.1 2.7 -3.2 0.478
H 1.23739 2.71996 1.70117 0.4 2.1 1.7 0.007
H 2.38029 1.29987 1.17296 -1.6 0.7 0.2 0.079
H 2.11761 -2.47580 0.47111 -0.2 -0.4 0.2 0.057
H 0.41769 -2.10408 1.06186 -0.2 0.1 -0.3 0.047
H -0.47452 2.23387 0.28873 -0.7 1.5 0.4 0.020
H 2.06116 -1.03740 -1.33420 -0.4 0.2 0.2 0.072
H -0.68726 0.25109 -3.05336 -0.2 -1.0 -1.1 -0.033
H -2.52051 -2.11921 0.31301 0.1 1.4 0.0 -0.083
H -2.01623 0.13156 1.49019 -0.2 -0.5 0.5 -0.117
H -3.48723 0.18518 -0.27596 0.2 -0.3 -0.3 -0.111
```
Forces are in eV/Å.

DFT (the ωB97M-V functional and the def2-TZVPD basis) results for C4H10P as an isolated structure in a non-equilibrium geometry.

## Properties
- ΔE to the lowest compared entry with this formula, charge and spin (kJ/mol) = 111.7
- frontier orbital gap (Eh) = 0.30818
- net charge = +1
- LUMO energy (hartree) = -0.2075
- electronic energy (a.u.) = -499.4254
- 2S+1 = 1
- HOMO level (eV) = -14.03

The geometry in XYZ format:
```
15
Properties=species:S:1:pos:R:3:forces:R:3:lowdin_charge:R:1
C -1.15094 0.35380 1.12272 -1.1 -0.9 -2.9 0.037
C -1.66911 -0.55666 0.13253 -0.5 0.5 1.1 -0.273
C 0.53877 1.11665 -1.35781 0.6 0.8 1.0 -0.278
C 1.38339 -0.96601 0.48554 1.8 -1.6 -1.8 -0.292
P 0.14693 -0.55266 -0.74923 -1.3 -0.3 0.7 1.035
H -1.22246 1.43569 1.05407 0.1 -0.2 -0.4 0.101
H -0.77025 -0.02170 2.02916 0.5 -0.6 0.9 0.074
H -1.94373 -1.58822 0.47853 0.8 0.9 -0.5 0.117
H -2.31406 -0.24386 -0.71595 0.4 0.2 0.8 0.100
H -0.34317 1.47156 -1.90577 0.5 0.1 -0.1 0.057
H 1.45079 1.04379 -1.99527 -0.8 -0.1 0.1 0.074
H 0.80911 1.81838 -0.52325 -0.4 -0.5 -0.9 0.066
H 1.92590 -0.05062 0.63522 0.6 0.1 0.8 0.040
H 2.06606 -1.74036 -0.04687 -0.8 1.4 0.7 0.093
H 1.09275 -1.51977 1.35640 -0.5 0.2 0.6 0.050
```
Forces are in eV/Å.

Copy entry 2 word for word.
DFT (the ωB97M-V functional and the def2-TZVPD basis) results for a 2-piece molecular cluster, C4H10OS overall in a non-equilibrium geometry.

## Properties
- ΔE to the lowest compared entry with this formula, charge and spin (kJ/mol) = 143.6
- frontier orbital gap (Eh) = 0.35951
- LUMO energy (hartree) = 0.0281
- electronic energy (a.u.) = -631.7700
- SMILES = C=CO.CCS
- 2S+1 = 1
- HOMO level (eV) = -9.02

The geometry in XYZ format:
```
16
Properties=species:S:1:pos:R:3:forces:R:3:lowdin_charge:R:1
C 0.61734 -1.10576 2.23599 1.9 0.5 -0.7 -0.167
C 1.39942 0.03754 1.46659 -0.6 -0.7 -0.7 -0.559
S 2.25772 -0.68682 -0.03006 -1.2 -0.7 0.5 0.647
H 0.18511 -1.81676 1.52102 -0.3 0.6 0.0 0.058
H 1.32345 -1.72958 2.78699 -0.2 0.2 0.4 0.060
H -0.11965 -0.60524 2.85809 -0.1 -0.4 0.2 0.063
H 2.14074 0.67889 1.98400 -0.7 -0.7 0.2 0.068
H 0.57418 0.63364 1.07491 0.4 0.5 -0.1 0.033
H 3.29743 0.09298 -0.14756 0.7 0.7 0.2 -0.203
C -2.06645 1.15891 -1.31288 0.7 -0.4 -0.8 -0.004
C -1.86669 0.14242 -2.16834 -0.8 -0.5 1.3 -0.302
O -0.97327 0.07540 -3.17120 1.0 0.4 0.0 -0.007
H -2.86304 1.29665 -0.58694 0.3 -0.6 -0.2 0.048
H -1.30438 1.92452 -1.36091 -0.2 0.6 -0.1 0.045
H -2.31501 -0.85075 -2.09148 -0.7 0.6 -0.1 0.113
H -0.28691 0.75398 -3.05821 -0.3 -0.1 -0.2 0.107
```
Forces are in eV/Å.